This record from OMol25 describes a cluster of 2 separate species, C7H7NO3 in total. The level of theory is ωB97M-V with the def2-TZVPD basis set.

The value obtained for the HOMO energy is -7.942 eV. The SMILES is O=Cc1ccco1.N=C=CO. The lowest unoccupied orbital energy is -0.43 eV. The value obtained for the gap between HOMO and LUMO is 0.2761 hartree.

Positions of all 18 atoms, in Å:
O  -1.8759  -0.8517  0.4972
C  -1.6962  0.3603  0.5275
C  -0.5800  1.0496  1.0813
C  0.6109  0.8342  1.8111
C  1.2345  2.0451  1.7886
C  0.4939  3.0283  1.1336
O  -0.6063  2.3832  0.7099
H  -2.4538  1.1623  0.0879
H  1.1310  -0.0396  2.2132
H  2.1150  2.2233  2.2891
H  0.6611  4.0163  0.9756
N  1.7124  -1.4696  -1.7367
C  0.7570  -2.1356  -2.1057
C  -0.4189  -2.6239  -2.2910
O  -1.5210  -2.6120  -1.5079
H  2.5130  -2.1685  -1.4393
H  -0.7581  -3.1478  -3.2809
H  -1.3188  -2.0539  -0.7536

natural (NBO) atomic charge list, values in e, 6 entries: number 1, O, carries -0.57; number 2, C, carries 0.40; number 3, C, carries 0.11; number 4, C, carries -0.21; number 5, C, carries -0.30; number 6, C, carries 0.15

=====

This record from OMol25 describes a structure of composition C15H35AlBrCaCl4F3N5O12P3S. The level of theory is ωB97M-V with the def2-TZVPD basis set.

The value obtained for the HOMO energy is -12.130 eV. The lowest unoccupied orbital energy is -7.76 eV. The value obtained for the gap between HOMO and LUMO is 0.1605 hartree. As for the charge: +2.

Positions of all 81 atoms, in Å:
C  3.1630  1.0410  0.8866
P  1.7615  2.1147  0.5188
C  2.2204  3.3000  -0.7777
N  0.4385  1.0204  -0.1346
N  0.5454  -0.2817  -0.5698
C  -0.6816  -0.7107  -1.0122
N  -0.9482  -1.9108  -1.5490
S  0.2459  -3.1146  -1.7148
N  -1.5886  0.2703  -0.8402
C  -0.8760  1.3039  -0.3305
P  -1.7522  2.8748  -0.0267
O  -2.8620  3.1246  -0.9611
O  -0.7645  4.1503  0.0591
O  -2.4427  2.7437  1.4437
H  2.7774  0.0827  1.2579
H  3.7286  1.5319  1.6951
H  3.8109  0.8318  0.0333
H  1.4443  3.4746  -1.5221
H  2.4135  4.2315  -0.2456
H  3.1472  3.0310  -1.2817
H  1.4482  -0.7333  -0.5746
H  -1.8806  -2.1152  -1.8628
H  0.6522  -3.2036  -0.4341
H  -0.4027  4.3531  -0.8467
H  -2.1736  1.8413  1.6958
C  -4.2797  2.0405  -3.5559
Cl  -5.7638  2.2490  -2.6180
Cl  -4.6808  1.6918  -5.2325
Cl  -3.2168  3.3800  -3.2347
Cl  -3.2045  0.8107  -2.8594
C  -1.3272  1.5625  5.3383
C  -1.4853  0.3486  4.4371
O  -1.0476  0.5942  3.0830
H  -1.8762  2.4206  4.9512
H  -1.6761  1.3456  6.3476
H  -0.2625  1.8629  5.4040
H  -2.5330  0.0672  4.3738
H  -0.9247  -0.5039  4.8311
H  -0.1170  0.8342  3.0778
Br  3.5810  3.5380  2.7455
O  -1.3294  4.7882  2.9132
H  -1.0388  5.0125  2.0335
Al  1.6806  1.8275  4.8093
O  -0.1540  4.7937  -1.5664
P  0.7032  4.2286  -2.6967
O  0.2309  4.7603  -4.0475
O  0.5146  2.7073  -2.7532
O  2.1863  4.4932  -2.5099
C  -4.9448  -2.6067  0.1543
C  -5.3043  -3.5783  1.2572
O  -5.1668  -4.9509  0.8157
C  -3.9522  -5.4541  0.8181
O  -2.9368  -4.9173  1.1424
C  -4.0203  -6.9368  0.3852
F  -4.8084  -7.1431  -0.7123
F  -4.5236  -7.6663  1.3605
F  -2.8179  -7.4112  0.0749
H  -5.5387  -2.8035  -0.7385
H  -5.1297  -1.5833  0.4754
H  -3.8921  -2.6986  -0.1194
H  -6.3481  -3.4673  1.5363
H  -4.7050  -3.4171  2.1514
N  -4.0709  -7.1914  -3.4334
H  -3.5938  -7.4170  -2.5559
H  -3.8068  -6.2547  -3.7416
H  -3.8095  -7.8711  -4.1526
H  -5.0816  -7.2292  -3.2802
Ca  -2.5603  5.1496  1.2800
C  8.3539  0.1318  -0.1221
C  8.7019  1.1251  -1.2311
C  7.3282  1.4619  -1.7936
O  6.4092  1.3468  -0.6983
C  7.0496  0.7116  0.4094
H  9.1209  0.0444  0.6448
H  8.1822  -0.8600  -0.5467
H  9.1601  2.0166  -0.7995
H  9.3788  0.7256  -1.9832
H  7.0305  0.7492  -2.5695
H  7.2717  2.4673  -2.2086
H  7.2369  1.4711  1.1756
H  6.3843  -0.0481  0.8279

Löwdin atomic charge list, values in e, 6 entries: number 1, C, carries -0.35; number 2, P, carries 0.96; number 3, C, carries -0.24; number 4, N, carries -0.16; number 5, N, carries 0.14; number 6, C, carries -0.40

=====

This record from OMol25 describes an isolated molecule of C4H10ClO2PS. The level of theory is ωB97M-V with the def2-TZVPD basis set.

The value obtained for the HOMO energy is -9.905 eV. The SMILES is CO[P@@](=O)(Cl)SC(C)C. The lowest unoccupied orbital energy is 0.41 eV. The value obtained for the gap between HOMO and LUMO is 0.3790 hartree.

Positions of all 19 atoms, in Å:
C  -2.2375  -2.3179  0.4056
O  -2.1336  -1.3134  -0.6523
P  -1.8101  0.2750  -0.4781
O  -1.5597  0.8530  -1.8059
Cl  -3.6018  0.9483  0.2036
S  -0.2809  0.3346  0.9898
C  1.1794  0.8256  -0.0361
C  1.8694  2.0408  0.5918
C  2.0184  -0.3546  -0.4857
H  -1.7599  -3.1078  -0.1153
H  -3.1870  -2.6358  0.7081
H  -1.7292  -1.8043  1.3013
H  0.5768  1.2654  -0.9327
H  2.2543  1.8296  1.5372
H  2.5995  2.1958  -0.0464
H  1.2329  2.8643  0.6494
H  1.6824  -0.7036  -1.5057
H  1.8529  -1.1598  0.2096
H  3.0339  -0.0351  -0.5380

natural (NBO) atomic charge list, values in e, 6 entries: number 1, C, carries -0.24; number 2, O, carries -0.83; number 3, P, carries 1.89; number 4, O, carries -1.06; number 5, Cl, carries -0.27; number 6, S, carries -0.10

=====

This record from OMol25 describes an isolated molecule of C14H16N4O3S. The level of theory is ωB97M-V with the def2-TZVPD basis set.

The value obtained for the HOMO energy is -8.332 eV. The SMILES is CCOC(=O)CSc1n[nH]c(NC(=O)c2cccc(C)c2)n1. The lowest unoccupied orbital energy is 0.23 eV. The value obtained for the gap between HOMO and LUMO is 0.3148 hartree.

Positions of all 38 atoms, in Å:
C  5.3342  -3.6636  -0.2768
C  3.9712  -4.3238  -0.1279
O  3.4084  -4.0729  1.1615
C  2.7507  -2.9263  1.3279
O  2.6202  -2.0830  0.4807
C  2.1478  -2.8561  2.7112
S  0.5873  -3.8144  2.6715
C  -0.3449  -2.7091  1.7088
N  -1.3555  -3.0816  0.9551
N  -1.7746  -1.9278  0.4018
C  -0.9935  -0.9241  0.8422
N  -1.1111  0.3882  0.4689
C  -2.0572  0.8564  -0.4089
O  -2.9078  0.1256  -0.8790
C  -1.9724  2.3054  -0.7086
C  -0.7833  3.0286  -0.6457
C  -0.7885  4.3751  -0.9608
C  -1.9634  5.0053  -1.3330
C  -3.1566  4.2958  -1.4157
C  -4.4293  4.9765  -1.8124
C  -3.1440  2.9444  -1.1059
N  -0.0877  -1.3789  1.6818
H  5.7605  -3.9232  -1.2415
H  5.2321  -2.5829  -0.2159
H  6.0037  -4.0012  0.5107
H  3.2832  -3.9502  -0.8933
H  4.0488  -5.4106  -0.1946
H  1.9040  -1.8313  2.9805
H  2.7830  -3.3448  3.4454
H  -2.5489  -1.8634  -0.2449
H  -0.4300  1.0081  0.8816
H  0.1505  2.5477  -0.3938
H  0.1326  4.9372  -0.9206
H  -1.9527  6.0587  -1.5724
H  -4.9244  5.3802  -0.9287
H  -5.1100  4.2756  -2.2887
H  -4.2327  5.8010  -2.4935
H  -4.0497  2.3593  -1.1671

natural (NBO) atomic charge list, values in e, 6 entries: number 1, C, carries -0.63; number 2, C, carries -0.07; number 3, O, carries -0.51; number 4, C, carries 0.78; number 5, O, carries -0.60; number 6, C, carries -0.62

=====

This record from OMol25 describes a cluster of 2 separate species, C6H17NO in total. The level of theory is ωB97M-V with the def2-TZVPD basis set.

The value obtained for the HOMO energy is -9.224 eV. The SMILES is CCC[C@H](C)NC.O. The lowest unoccupied orbital energy is 0.98 eV. The value obtained for the gap between HOMO and LUMO is 0.3749 hartree.

Positions of all 25 atoms, in Å:
C  -1.2207  -2.1963  1.1955
C  -1.2448  -1.3484  -0.0766
C  0.1696  -1.1020  -0.6692
C  0.3881  0.3153  -1.2143
C  1.7229  0.3250  -1.9668
N  0.4209  1.3279  -0.1641
C  -0.6972  2.2581  -0.1005
H  -0.7687  -1.6551  2.0272
H  -0.6562  -3.1228  1.0181
H  -2.2442  -2.4161  1.4832
H  -1.6910  -0.3798  0.1199
H  -1.8254  -1.8754  -0.8388
H  0.3406  -1.7793  -1.5164
H  0.9846  -1.3353  0.0251
H  -0.3467  0.5142  -1.9922
H  2.5160  -0.1171  -1.3784
H  2.0108  1.3517  -2.2412
H  1.6348  -0.1946  -2.9279
H  1.2712  1.8687  -0.2501
H  -0.8485  2.7890  -1.0453
H  -0.4666  2.9449  0.7078
H  -1.6338  1.7167  0.0624
O  0.4172  0.3304  2.5335
H  1.2486  -0.0423  2.8290
H  0.5069  0.6087  1.6006

natural (NBO) atomic charge list, values in e, 6 entries: number 1, C, carries -0.61; number 2, C, carries -0.40; number 3, C, carries -0.40; number 4, C, carries -0.05; number 5, C, carries -0.61; number 6, N, carries -0.66

=====

This record from OMol25 describes a cluster of 2 separate species, C7H12F2NO in total. The level of theory is ωB97M-V with the def2-TZVPD basis set.

The value obtained for the HOMO energy (alpha / beta) is -13.665 / -12.162 eV. The lowest unoccupied orbital energy (alpha / beta) is -3.70 / -6.98 eV. The value obtained for the gap between HOMO and LUMO (alpha / beta) is 0.3663 / 0.1905 hartree. As for the charge: +1.

Positions of all 23 atoms, in Å:
C  -0.9385  0.4966  0.1872
C  -0.6556  -3.0750  -1.0122
C  -1.6139  0.5447  -1.2130
C  -0.9724  -1.5879  -0.7702
C  -0.4386  -0.8931  0.3025
C  -1.6268  -4.1445  -0.4923
C  0.0997  -1.3070  1.5740
N  1.4866  2.3641  -0.1272
O  -1.5412  -0.8425  -1.6784
F  -1.6201  -4.3140  0.8225
F  -2.8301  -4.2932  -0.9184
H  -0.1641  1.2613  0.2191
H  -1.6568  0.7247  0.8845
H  -0.5787  -3.3722  -2.1585
H  0.2889  -3.5095  -0.4995
H  -2.6411  0.6637  -1.1419
H  -1.1813  1.1517  -1.8772
H  1.2739  -1.1029  1.6619
H  0.0202  -2.3477  1.9373
H  -0.2539  -0.7022  2.4085
H  1.1723  1.9822  -1.0013
H  2.5097  2.4244  -0.2696
H  1.1484  3.2945  -0.0375

natural (NBO) atomic charge list, values in e, 6 entries: number 1, C, carries -0.53; number 2, C, carries -0.62; number 3, C, carries -0.05; number 4, C, carries 0.43; number 5, C, carries 0.19; number 6, C, carries 0.78

=====

Q: Which max |F| values were calculated for the entries above? A: 6.00; 18.03; 5.07; 0.91; 1.30; 4.74, in eV/A.